(1)
C26H74N10O8 | the ωB97M-V functional and the def2-TZVPD basis

XYZ file:
```
118
Properties=species:S:1:pos:R:3:lowdin_charge:R:1
C -2.2654 -3.3514 1.8451 -0.69
O -3.2375 -3.8667 1.3022 0.00
N -0.9916 -3.7669 1.6713 0.18
N -2.4417 -2.2443 2.6044 0.19
H -0.3336 -3.4417 2.3811 0.07
H -0.9412 -4.7257 1.4228 0.10
H -1.6452 -1.6593 2.7972 0.06
H -3.3952 -1.9062 2.5314 0.07
C 0.3837 -0.0996 -0.6272 -0.69
O 0.1913 0.6270 0.3346 0.00
N -0.0538 -1.3931 -0.6396 0.19
N 1.1102 0.2560 -1.6819 0.19
H -0.5003 -1.8007 0.1929 0.08
H 0.2916 -2.0435 -1.2835 0.04
H 0.8420 -0.1495 -2.5963 0.06
H 1.3626 1.2420 -1.7070 0.10
C 2.7752 -0.6140 2.0521 -0.05
C 1.6629 -1.5864 2.4968 -0.39
C 2.1897 -2.4099 3.6550 -0.19
O 1.2153 -3.4355 3.9486 -0.20
C 1.7063 -4.4130 4.7969 -0.14
N 0.4399 -0.8777 3.0270 0.07
H 3.0505 0.0465 2.8816 0.09
H 2.4747 0.0110 1.2278 0.04
H 3.6741 -1.1679 1.8616 0.07
H 1.3516 -2.2241 1.6743 0.11
H 2.4257 -1.7774 4.5162 0.14
H 3.1021 -2.8709 3.3212 0.11
H 2.5352 -4.9393 4.3451 0.08
H 0.8856 -5.1348 4.9786 0.10
H 2.0318 -4.1112 5.8152 0.10
H 0.6754 -0.2847 3.8078 0.08
H 0.2124 -0.2450 2.2740 0.02
C 4.6819 1.8570 0.0215 -0.04
C 4.4905 3.3800 -0.2771 -0.42
C 3.0887 3.6772 -0.8026 -0.21
O 2.7709 2.9412 -1.9316 -0.22
C 3.0951 3.3684 -3.2227 -0.10
N 4.7917 4.1212 0.9650 0.02
H 4.0331 1.5524 0.7992 0.04
H 5.6792 1.6065 0.4027 0.08
H 4.5008 1.3774 -0.9126 0.06
H 5.2191 3.5793 -1.0967 0.13
H 3.0457 4.7539 -0.9780 0.12
H 2.3591 3.4333 -0.0345 0.13
H 3.0406 4.4183 -3.4404 0.08
H 2.4741 2.8029 -3.9469 0.09
H 4.1423 3.0859 -3.4242 0.09
H 4.8092 5.1394 0.8247 0.07
H 5.7392 3.8543 1.2918 0.08
C -7.1684 -0.8837 1.9855 -0.09
C -6.3327 -1.9450 1.4657 -0.46
C -5.1616 -1.3504 0.6945 -0.24
O -4.4933 -0.4435 1.5080 -0.20
C -3.3500 0.0516 0.8647 -0.11
N -5.9379 -2.7860 2.6200 0.04
H -7.2858 -0.0924 1.2088 0.10
H -6.6161 -0.3638 2.8019 0.09
H -8.0921 -1.3145 2.3973 0.09
H -6.8440 -2.6061 0.7759 0.14
H -5.5412 -0.9082 -0.2540 0.13
H -4.4179 -2.1146 0.4296 0.10
H -2.7157 -0.7339 0.4099 0.08
H -2.6864 0.4928 1.6180 0.09
H -3.6016 0.7500 0.0980 0.07
H -5.6871 -2.1434 3.3697 0.06
H -5.1156 -3.4023 2.3888 0.07
C -1.6489 1.5001 -5.9834 -0.08
C -0.9265 0.4886 -5.1451 -0.38
C -1.6511 0.2574 -3.7778 -0.23
O -2.8774 -0.3335 -4.0895 -0.20
C -3.7230 -0.5438 -2.9319 -0.05
N -0.9867 -0.8377 -5.9155 0.03
H -2.6452 1.1090 -6.2088 0.08
H -1.1229 1.7824 -6.9129 0.09
H -1.7971 2.4265 -5.4446 0.07
H 0.1323 0.6710 -4.9320 0.11
H -1.7249 1.2560 -3.3417 0.13
H -1.0411 -0.3780 -3.1357 0.08
H -3.7197 0.3623 -2.3196 0.08
H -3.3493 -1.3986 -2.3969 0.08
H -4.7136 -0.7826 -3.2725 0.08
H -1.9631 -0.9907 -6.1273 0.06
H -0.4140 -0.7301 -6.7348 0.06
C 2.5557 -1.0558 -4.3362 -0.08
C 2.0384 -2.4163 -4.1360 -0.44
C 2.9397 -3.0631 -3.0835 -0.18
O 2.5291 -4.4373 -2.7851 -0.20
C 2.9687 -5.3008 -3.8095 -0.13
N 0.6612 -2.2820 -3.5506 0.04
H 1.7292 -0.5096 -4.7067 0.04
H 3.3098 -1.1186 -5.1436 0.10
H 2.9446 -0.6971 -3.3701 0.08
H 2.0174 -3.0256 -5.0374 0.13
H 2.7888 -2.5722 -2.1002 0.13
H 3.9935 -3.0032 -3.5049 0.14
H 2.6183 -6.3155 -3.5700 0.09
H 4.0788 -5.3232 -3.8853 0.10
H 2.4919 -5.0750 -4.7823 0.08
H -0.0607 -2.1205 -4.2739 0.06
H 0.3669 -3.2322 -3.2644 0.09
C 0.8215 5.9638 4.3621 -0.04
C -0.5349 5.2286 4.3997 -0.45
C -0.3689 3.7273 4.7473 -0.20
O 0.5674 2.9824 3.9592 -0.19
C 0.0682 2.6646 2.6722 -0.12
N -1.3220 5.7966 5.4589 0.02
H 1.3724 5.8310 5.2759 0.08
H 0.6834 7.0313 4.2195 0.07
H 1.3580 5.7075 3.4771 0.06
H -1.0728 5.2738 3.4526 0.13
H -1.3194 3.1587 4.7761 0.13
H 0.0616 3.7114 5.7036 0.10
H 0.7329 1.8556 2.3210 0.06
H 0.1295 3.5144 1.9329 0.10
H -0.9886 2.3803 2.6861 0.08
H -2.2287 5.3112 5.4677 0.09
H -1.4573 6.7537 5.2505 0.06
```

Output
Electronic energy in eV: -59441.9163
Highest occupied orbital energy in Eh: -0.3129
Frontier orbital gap in eV: 9.0
Strongest force on any atom in eV/Å: 2.75
SMILES string: COC[C@H](C)N.COC[C@H](C)N.COC[C@H](C)N.COC[C@H](C)N.COC[C@H](C)N.COC[C@H](C)N.NC(N)=O.NC(N)=O
LUMO level in eV: 0.49
Net charge: 0

(2)
C26H75N5O9 | the ωB97M-V functional and the def2-TZVPD basis

XYZ file:
```
115
Properties=species:S:1:pos:R:3:lowdin_charge:R:1
C -5.3640 -0.8608 -19.0512 -0.07
C -5.2160 -1.3406 -20.4931 -0.29
O -5.2559 -2.7660 -20.5380 -0.09
H -5.2139 0.2220 -19.0432 0.07
H -4.6028 -1.3098 -18.4131 0.07
H -6.3650 -1.0787 -18.6799 0.06
H -4.2896 -0.9223 -20.9009 0.12
H -6.0170 -0.9288 -21.1051 0.09
H -4.3645 -3.1198 -20.4866 0.09
C -8.5247 -1.4416 -15.5499 -0.09
C -9.7486 -1.1478 -16.3722 -0.33
O -10.2977 -2.3730 -16.8180 -0.10
H -8.1367 -0.5336 -15.0823 0.08
H -7.7435 -1.9500 -16.1142 0.06
H -8.7772 -2.0952 -14.7076 0.08
H -9.4713 -0.5342 -17.2437 0.10
H -10.4964 -0.5898 -15.7963 0.11
H -11.1765 -2.2539 -17.2180 0.03
C -6.1707 4.1395 -22.1933 -0.08
C -6.1638 2.7387 -21.6060 -0.44
C -7.5838 2.2892 -21.3120 -0.20
O -7.5062 1.0495 -20.6147 -0.21
C -8.7468 0.4051 -20.5440 -0.13
N -5.4909 1.8625 -22.5777 0.05
H -6.7673 4.1880 -23.1108 0.08
H -5.1663 4.3809 -22.5513 0.08
H -6.4673 4.9266 -21.5017 0.08
H -5.5972 2.7556 -20.6743 0.14
H -8.0958 2.1060 -22.2679 0.13
H -8.1555 2.9920 -20.6961 0.13
H -9.1348 0.1453 -21.5399 0.09
H -9.5102 1.0318 -20.0590 0.09
H -8.6849 -0.5161 -19.9634 0.07
H -6.0963 1.7521 -23.3896 0.08
H -5.4747 0.9238 -22.1855 0.04
C -4.5229 -4.9354 -17.5285 -0.06
C -3.9772 -4.7005 -16.1196 -0.44
C -2.6784 -5.4395 -15.8881 -0.20
O -2.7856 -6.8505 -15.8567 -0.18
C -3.7104 -7.3795 -14.9442 -0.12
N -3.7591 -3.2414 -15.9340 0.04
H -3.8606 -4.4477 -18.2528 0.07
H -5.5166 -4.5084 -17.6530 0.05
H -4.5400 -5.9941 -17.7936 0.08
H -4.7894 -4.9874 -15.4446 0.12
H -2.2408 -5.1084 -14.9310 0.12
H -1.9737 -5.2288 -16.6910 0.13
H -3.6696 -8.4661 -15.0405 0.09
H -4.7516 -7.1060 -15.1500 0.07
H -3.4907 -7.1237 -13.8988 0.10
H -4.6272 -2.8122 -15.6274 0.07
H -3.1477 -3.0767 -15.1369 0.06
C -6.9193 -9.3638 -14.0741 -0.06
C -8.0620 -9.4224 -15.0864 -0.44
C -8.0587 -8.1988 -15.9744 -0.24
O -8.4078 -7.0690 -15.2216 -0.18
C -8.5553 -5.9013 -16.0046 -0.08
N -7.9553 -10.6640 -15.8641 0.04
H -5.9261 -9.3065 -14.5250 0.06
H -7.0086 -10.1977 -13.3826 0.08
H -7.0322 -8.4295 -13.5144 0.08
H -8.9664 -9.4371 -14.4751 0.14
H -8.7626 -8.3208 -16.8141 0.11
H -7.0591 -8.0942 -16.4340 0.13
H -9.2156 -6.0538 -16.8690 0.06
H -7.5855 -5.5907 -16.4183 0.08
H -8.9749 -5.1253 -15.3714 0.09
H -8.7103 -10.7325 -16.5373 0.07
H -7.0888 -10.6592 -16.3919 0.07
C -11.6161 -1.6461 -20.5866 -0.05
C -12.0770 -2.9762 -20.0331 -0.44
C -13.1541 -2.8018 -18.9918 -0.20
O -12.7174 -1.9739 -17.9229 -0.23
C -13.7727 -1.6690 -17.0359 -0.08
N -12.7012 -3.7633 -21.1114 0.06
H -10.8995 -1.7618 -21.3987 0.07
H -11.2564 -0.9936 -19.7893 0.07
H -12.4862 -1.1289 -21.0077 0.09
H -11.2243 -3.5312 -19.6202 0.11
H -13.4794 -3.7819 -18.6146 0.13
H -14.0261 -2.3414 -19.4761 0.13
H -14.4470 -0.9401 -17.4979 0.10
H -13.3489 -1.2309 -16.1343 0.09
H -14.3406 -2.5626 -16.7618 0.09
H -13.0391 -4.6353 -20.7163 0.07
H -11.9855 -3.9835 -21.7988 0.05
C -11.3098 -5.9970 -24.6241 -0.05
C -10.4437 -6.7760 -23.6321 -0.43
C -10.4790 -6.1321 -22.2629 -0.25
O -10.0489 -4.7943 -22.2441 -0.21
C -8.6493 -4.6365 -22.3868 -0.08
N -10.8855 -8.1819 -23.4853 0.04
H -12.3020 -5.8481 -24.1907 0.08
H -11.3899 -6.5220 -25.5748 0.07
H -10.8778 -5.0121 -24.8183 0.08
H -9.4171 -6.8158 -24.0052 0.13
H -9.9254 -6.7288 -21.5215 0.12
H -11.5062 -6.1813 -21.8801 0.11
H -8.3281 -4.8638 -23.4113 0.09
H -8.1103 -5.2486 -21.6616 0.09
H -8.4153 -3.5852 -22.2299 0.09
H -11.8616 -8.2048 -23.1995 0.07
H -10.8837 -8.6002 -24.4105 0.07
C -11.0910 -6.5845 -19.0149 -0.15
O -11.9321 -7.4764 -19.7492 -0.12
H -11.7353 -6.0522 -18.3164 0.09
H -10.3426 -7.1576 -18.4662 0.06
H -10.5979 -5.8275 -19.6357 0.05
H -11.3667 -8.0986 -20.2154 0.07
C -8.3948 -3.5997 -19.0262 -0.15
O -7.2734 -4.3699 -19.4199 -0.14
H -9.1062 -4.2564 -18.5280 0.06
H -8.0783 -2.8153 -18.3333 0.06
H -8.9481 -3.1347 -19.8546 0.06
H -6.6363 -3.7550 -19.8162 0.03
```

Output
Electronic energy in eV: -54053.0488
Highest occupied orbital energy in Eh: -0.3407
Frontier orbital gap in eV: 9.9
Strongest force on any atom in eV/Å: 1.34
SMILES string: COC[C@H](C)N.COC[C@H](C)N.COC[C@H](C)N.COC[C@H](C)N.COC[C@H](C)N.CCO.CCO.CO.CO
LUMO level in eV: 0.63
Net charge: 0